w | Here is a structure of composition C4H7N3O2 from OMol25. Energies are from ωB97M-V/def2-TZVPD.

Values from the calculation:
2S+1: 1
HOMO, eV: -9.401
Lowest unoccupied orbital energy, eV: -0.49
Frontier orbital gap, eV: 8.9

Atoms and positions in Å:
C: 1.001 1.340 1.402
C: -1.037 0.237 1.249
C: -0.452 -0.930 -0.835
C: 0.332 0.285 -2.632
H: 1.425 2.287 0.749
H: 1.251 1.756 2.437
H: 1.544 0.442 1.114
H: -1.951 0.187 1.715
H: -0.155 -2.824 1.038
H: -0.635 -1.979 -1.259
H: 0.385 1.345 -3.224
N: -0.526 1.372 1.327
N: -0.538 -0.993 0.555
N: -0.086 0.248 -1.385
O: -1.085 -2.041 1.064
O: 0.528 -0.734 -3.313

=====

x | Here is an isolated molecule of C4H7N3O2 from OMol25. Energies are from ωB97M-V/def2-TZVPD.

Values from the calculation:
2S+1: 1
HOMO, eV: -9.529
SMILES: C=NOC(=O)NN1CC1
Lowest unoccupied orbital energy, eV: 0.92
Frontier orbital gap, eV: 10.5

Atoms and positions in Å:
C: 3.805 -0.220 0.031
N: 2.802 0.563 -0.073
O: 1.697 -0.340 -0.135
C: 0.453 0.236 -0.060
O: 0.219 1.424 0.025
N: -0.435 -0.814 -0.212
N: -1.840 -0.780 -0.129
C: -2.386 0.204 0.744
C: -2.428 0.454 -0.699
H: 4.797 0.297 -0.030
H: 3.621 -1.283 0.189
H: -0.131 -1.700 0.081
H: -1.741 0.698 1.468
H: -3.343 -0.244 1.157
H: -1.755 1.180 -1.135
H: -3.336 0.326 -1.223

=====

Energy above the most stable structure, in eV: w 1.885; x 0.000

=====

w | Here is a structure of composition C4H7N3O2 from OMol25. Energies are from ωB97M-V/def2-TZVPD.

Values from the calculation:
2S+1: 1
HOMO, eV: -7.049
Lowest unoccupied orbital energy, eV: -2.03
Frontier orbital gap, eV: 5.0

Atoms and positions in Å:
C: -0.711 -0.811 -0.008
C: 1.639 -0.594 -0.304
C: 1.144 0.748 -0.317
C: -0.348 0.600 -0.024
H: -2.524 -0.224 -0.862
H: -2.236 -1.942 0.784
H: 0.659 -2.510 0.435
H: 3.473 -0.643 0.058
H: 0.779 3.177 -0.233
H: -2.385 0.940 -0.289
H: -1.742 1.928 1.254
N: -1.839 -1.375 -0.357
N: 0.561 -1.449 -0.137
N: -1.385 1.587 0.052
O: 2.817 -1.220 0.119
O: 2.098 1.786 -0.172

=====

x | Here is a cluster of 2 separate species, C4H7N3O2 in total from OMol25. Energies are from ωB97M-V/def2-TZVPD.

Values from the calculation:
2S+1: 1
HOMO, eV: -8.523
Lowest unoccupied orbital energy, eV: -0.14
Frontier orbital gap, eV: 8.4

Atoms and positions in Å:
C: 0.188 2.422 -1.918
C: 0.310 -1.594 -0.903
C: 0.068 -0.987 0.247
C: -0.832 -1.360 1.300
N: -0.377 2.216 -0.913
N: -0.930 1.903 0.166
N: 1.026 0.063 0.591
O: 1.108 0.308 1.745
O: 1.679 0.580 -0.319
H: 0.420 2.719 -2.885
H: 1.113 -1.350 -1.575
H: -0.220 -2.383 -1.266
H: -1.271 -0.537 1.765
H: -0.397 -1.919 2.077
H: -1.571 -2.056 0.832
H: -0.314 1.973 1.056

=====

Energy above the most stable structure, in eV: w 5.567; x 0.000

=====

w | Here is a cluster of 2 separate species, C5H14 in total from OMol25. Energies are from ωB97M-V/def2-TZVPD.

Values from the calculation:
2S+1: 1
HOMO, eV: -11.269
SMILES: CCC.CC
Lowest unoccupied orbital energy, eV: 1.10
Frontier orbital gap, eV: 12.4

Atoms and positions in Å:
C: -0.571 2.616 -0.604
C: -0.783 1.138 -0.938
C: -0.212 0.722 -2.298
H: -1.160 3.247 -1.265
H: -0.792 2.798 0.447
H: 0.480 2.842 -0.768
H: -1.818 0.810 -0.862
H: -0.275 0.541 -0.179
H: 0.799 0.329 -2.199
H: -0.196 1.531 -3.034
H: -0.786 -0.113 -2.690
C: 1.188 -1.876 1.250
C: 0.161 -2.257 2.343
H: 2.120 -1.521 1.695
H: 1.359 -2.705 0.566
H: 0.800 -1.052 0.647
H: -0.256 -3.251 2.172
H: 0.605 -2.256 3.338
H: -0.662 -1.542 2.379

=====

x | Here is a cluster of 2 separate species, C5H14 in total from OMol25. Energies are from ωB97M-V/def2-TZVPD.

Values from the calculation:
2S+1: 1
HOMO, eV: -11.041
SMILES: CCC.CC
Lowest unoccupied orbital energy, eV: 1.14
Frontier orbital gap, eV: 12.2

Atoms and positions in Å:
C: 0.937 2.327 0.915
C: 0.372 1.278 -0.060
C: 1.355 0.870 -1.133
H: 1.524 3.097 0.384
H: 0.239 2.836 1.600
H: 1.571 1.687 1.543
H: -0.425 1.740 -0.655
H: -0.139 0.468 0.440
H: 0.958 0.257 -1.933
H: 2.338 0.449 -0.858
H: 1.674 1.830 -1.637
C: -1.524 -1.748 0.751
C: -1.092 -2.591 -0.481
H: -2.547 -2.010 1.104
H: -0.996 -1.740 1.699
H: -1.413 -0.666 0.419
H: -0.640 -3.503 -0.082
H: -0.333 -2.023 -1.036
H: -2.008 -2.879 -0.975

=====

Energy above the most stable structure, in eV: w 0.000; x 0.565

=====

w | Here is a cluster of 2 separate species, C5H14 in total from OMol25. Energies are from ωB97M-V/def2-TZVPD.

Values from the calculation:
2S+1: 1
HOMO, eV: -10.670
SMILES: CCC.CC
Lowest unoccupied orbital energy, eV: 1.01
Frontier orbital gap, eV: 11.7

Atoms and positions in Å:
C: 0.064 -1.444 -2.096
C: 0.420 -2.185 -0.704
C: 1.245 -1.538 0.372
H: -0.844 -1.850 -2.542
H: -0.084 -0.305 -1.870
H: 0.925 -1.526 -2.706
H: 0.865 -3.055 -1.228
H: -0.564 -2.637 -0.350
H: 1.494 -0.474 0.229
H: 2.161 -2.287 0.352
H: 0.619 -1.493 1.305
C: -0.135 2.865 1.279
C: -1.540 2.146 1.144
H: 0.435 2.845 0.310
H: -0.345 3.964 1.471
H: 0.421 2.426 1.909
H: -2.116 2.311 0.207
H: -1.298 1.032 0.968
H: -1.991 1.980 1.981

=====

x | Here is a cluster of 2 separate species, C5H14 in total from OMol25. Energies are from ωB97M-V/def2-TZVPD.

Values from the calculation:
2S+1: 1
HOMO, eV: -10.964
SMILES: CCC.CC
Lowest unoccupied orbital energy, eV: 1.18
Frontier orbital gap, eV: 12.1

Atoms and positions in Å:
C: -1.192 2.061 1.716
C: -0.243 1.421 0.718
C: 0.223 0.031 1.240
H: -0.826 2.737 2.486
H: -1.889 1.339 2.139
H: -1.871 2.769 1.175
H: -0.599 1.403 -0.323
H: 0.660 2.045 0.630
H: -0.278 -0.888 0.905
H: 1.241 -0.044 0.860
H: 0.164 0.000 2.319
C: 0.116 -1.152 -1.998
C: 1.074 -2.228 -1.595
H: -0.783 -1.560 -2.446
H: -0.401 -0.604 -1.210
H: 0.568 -0.489 -2.745
H: 1.568 -2.643 -2.490
H: 0.624 -2.980 -0.893
H: 1.933 -1.951 -0.963

=====

Energy above the most stable structure, in eV: w 1.682; x 0.000

=====

w | Here is a cluster of 2 separate species, C5H14 in total from OMol25. Energies are from ωB97M-V/def2-TZVPD.

Values from the calculation:
2S+1: 1
HOMO, eV: -11.408
SMILES: CCC.CC
Lowest unoccupied orbital energy, eV: 1.12
Frontier orbital gap, eV: 12.5

Atoms and positions in Å:
C: 0.287 -0.359 -2.270
C: 0.699 0.527 -1.089
C: 1.314 1.846 -1.576
H: 1.145 -0.714 -2.846
H: -0.265 0.240 -2.999
H: -0.329 -1.206 -1.981
H: -0.225 0.776 -0.576
H: 1.330 -0.071 -0.439
H: 0.590 2.370 -2.192
H: 1.549 2.461 -0.704
H: 2.254 1.632 -2.082
C: -0.954 -0.275 1.941
C: -1.100 -1.556 2.751
H: -1.460 0.525 2.481
H: 0.070 0.005 1.737
H: -1.506 -0.327 1.002
H: -1.873 -2.223 2.358
H: -1.292 -1.431 3.809
H: -0.235 -2.222 2.676

=====

x | Here is a cluster of 2 separate species, C5H14 in total from OMol25. Energies are from ωB97M-V/def2-TZVPD.

Values from the calculation:
2S+1: 1
HOMO, eV: -10.498
SMILES: CCC.CC
Lowest unoccupied orbital energy, eV: 1.10
Frontier orbital gap, eV: 11.6

Atoms and positions in Å:
C: 0.885 0.160 -0.693
C: 0.407 1.582 -0.946
C: 1.337 2.511 -1.581
H: 0.553 -0.362 0.216
H: 0.615 -0.689 -1.330
H: 2.003 0.332 -0.759
H: 0.007 2.040 -0.094
H: -0.490 1.633 -1.617
H: 1.632 2.050 -2.575
H: 2.408 2.405 -1.078
H: 0.933 3.562 -1.476
C: -1.048 -1.726 2.162
C: -1.597 -2.136 0.871
H: -0.050 -2.160 2.218
H: -0.622 -0.784 2.194
H: -1.587 -2.118 2.913
H: -1.039 -2.053 -0.057
H: -2.223 -1.178 0.702
H: -2.122 -3.068 0.930

=====

y | Here is a cluster of 2 separate species, C5H14 in total from OMol25. Energies are from ωB97M-V/def2-TZVPD.

Values from the calculation:
2S+1: 1
HOMO, eV: -11.407
SMILES: CCC.CC
Lowest unoccupied orbital energy, eV: 1.12
Frontier orbital gap, eV: 12.5

Atoms and positions in Å:
C: -2.232 0.604 0.211
C: -1.099 -0.412 0.390
C: -0.897 -0.809 1.862
H: -3.250 0.240 0.147
H: -2.012 1.258 -0.631
H: -2.205 1.321 1.045
H: -1.359 -1.302 -0.186
H: -0.217 0.112 0.028
H: -1.861 -0.866 2.353
H: -0.388 -1.769 1.959
H: -0.260 -0.077 2.342
C: 1.806 1.011 -1.206
C: 2.289 -0.446 -1.237
H: 1.592 1.275 -0.168
H: 2.571 1.720 -1.517
H: 0.934 1.199 -1.825
H: 2.112 -0.974 -0.300
H: 3.306 -0.539 -1.603
H: 1.717 -1.036 -1.943

=====

Energy above the most stable structure, in eV: w 0.000; x 1.980; y 0.116